(1)
Formula: C5H13NO2
Source: OMol25
Level of theory: the ωB97M-V functional and the def2-TZVPD basis

Last column: Mulliken charge in e.
Element x y z (Å)
C -1.6640 0.0191 -1.4203  -1.049
C -0.6859 1.1175 -0.9347  -0.599
N -0.0605 0.5797 0.3329  0.212
C -0.4934 1.2762 1.5293  -1.208
C 1.2976 0.2511 0.2767  0.815
C 1.7127 -0.5604 -0.9270  -1.194
O 2.0267 0.3862 1.2356  -0.614
H -2.1767 -0.3675 -0.5627  0.313
H -2.4177 0.4404 -2.0965  0.395
H -1.1800 -0.7337 -2.0361  0.253
H -1.2584 2.0299 -0.8497  0.409
H 0.1926 1.1321 -1.5694  0.327
H -1.4866 0.9089 1.7882  0.305
H -0.5812 2.3659 1.4360  0.357
H 0.2269 1.1820 2.3303  0.410
H 2.3591 -1.3999 -0.6880  0.333
H 0.8577 -1.0352 -1.4084  0.253
H 2.1927 0.1044 -1.6460  0.347
O -1.5130 -2.3081 0.2019  -0.603
H -0.6515 -1.8843 0.3088  0.265
H -1.4600 -3.2141 0.5150  0.275

Cartesian forces (eV/Å) of the 3 atoms listed first:
-0.167 1.499 -1.119
0.337 -3.204 0.114
0.343 1.885 -0.296

Summary:
- HOMO energy (eV) = -9.31
- SMILES = CCN(C)C(C)=O.O
- HOMO-LUMO gap (Eh) = 0.369

---

(2)
Formula: C24H21FN2O4
Source: OMol25
Level of theory: the ωB97M-V functional and the def2-TZVPD basis

Last column: Mulliken charge in e.
Element x y z (Å)
C -0.2219 6.4003 -2.3222  -0.728
O -0.5504 5.3547 -1.4375  -0.467
C 0.3929 4.4743 -0.9908  0.535
C -0.0753 3.5940 -0.0178  -0.850
C 0.7290 2.6261 0.5433  -0.292
C 2.0529 2.5089 0.1362  -0.097
C 2.9551 1.5298 0.7293  0.582
C 4.2870 1.7730 1.1171  -0.802
N 4.8237 0.7176 1.6950  -1.222
N 3.8790 -0.2127 1.6871  0.516
C 2.7229 0.2081 1.1186  -0.552
C 1.5759 -0.6638 0.9370  -0.237
C 0.6886 -0.4574 -0.1217  -0.566
C -0.4113 -1.2595 -0.3130  -0.777
C -0.6706 -2.3178 0.5594  0.449
O -1.7866 -3.0464 0.2988  -0.336
C -2.1088 -4.1319 1.1406  -0.469
C -3.4027 -4.7462 0.6737  0.126
C -3.6006 -6.1181 0.7579  -0.472
C -4.7971 -6.6833 0.3551  -0.579
C -5.7882 -5.8565 -0.1408  0.328
F -6.9564 -6.4017 -0.5385  -0.319
C -5.6149 -4.4883 -0.2410  -0.531
C -4.4163 -3.9382 0.1739  -0.453
C 0.2097 -2.5547 1.6071  -0.503
C 1.3246 -1.7463 1.7909  0.779
O 2.1895 -2.0029 2.8186  -0.615
C 2.5339 3.3895 -0.8291  -0.474
C 1.7329 4.3651 -1.4054  1.173
O 2.1934 5.2297 -2.3725  -0.476
C 3.5424 5.1570 -2.7559  -0.942
H -1.1452 6.9671 -2.4449  0.288
H 0.5513 7.0521 -1.9094  0.282
H 0.1054 6.0239 -3.2936  0.245
H -1.1042 3.7024 0.2871  0.428
H 0.3356 1.9680 1.3023  0.571
H 4.8489 2.6797 1.0128  0.555
H 4.0424 -1.1153 2.1030  0.208
H 0.8803 0.3534 -0.8054  0.626
H -1.0890 -1.0902 -1.1333  0.456
H -1.3086 -4.8853 1.1208  0.449
H -2.2305 -3.7815 2.1790  0.383
H -2.8159 -6.7534 1.1417  0.347
H -4.9650 -7.7468 0.4157  0.436
H -6.4086 -3.8739 -0.6352  0.429
H -4.2546 -2.8745 0.1016  0.394
H 0.0501 -3.3709 2.2986  0.303
H 1.8408 -2.7182 3.3641  0.335
H 3.5611 3.2855 -1.1393  0.592
H 3.7841 4.1905 -3.2105  0.342
H 4.2146 5.3408 -1.9113  0.358
H 3.6747 5.9442 -3.4974  0.246

Cartesian forces (eV/Å) of the 3 atoms listed first:
-0.016 0.406 -0.307
0.102 -0.360 0.173
-0.077 -0.047 0.086

Summary:
- HOMO energy (eV) = -7.44
- SMILES = COc1ccc(-c2cn[nH]c2-c2ccc(OCc3ccc(F)cc3)cc2O)cc1OC
- HOMO-LUMO gap (Eh) = 0.286

---

(3)
Formula: C3H15N2O3
Source: OMol25
Level of theory: the ωB97M-V functional and the def2-TZVPD basis

Last column: Mulliken charge in e.
Element x y z (Å)
C -0.7239 2.0641 1.1531  -0.931
C -1.2932 1.4533 -0.1083  -0.681
N -0.9436 0.0736 -0.3259  -0.123
C -1.4187 -0.9131 0.5175  -0.388
N -1.0284 -2.2313 0.3141  -0.410
H 0.2293 1.6353 1.4494  0.260
H -0.5416 3.1473 1.1260  0.376
H -1.4625 2.0582 1.9628  0.288
H -2.3832 1.5632 -0.1643  0.344
H -1.0181 1.9666 -1.0349  0.343
H -0.0643 -0.1209 -0.7755  0.165
H -2.1360 -0.7188 1.2915  0.438
H -0.2636 -2.4509 -0.2964  0.138
H -1.2973 -2.9536 0.9494  0.167
H 2.3682 -0.2544 -1.8206  0.373
H 3.5387 -0.1700 -0.7328  0.298
O 2.5949 -0.1231 -0.8870  -0.627
H 0.9930 -1.1542 -3.5525  0.308
H 1.4207 0.2554 -3.9914  0.284
O 1.2238 -0.2813 -3.2179  -0.644
H 0.3383 -0.7521 3.3651  0.269
H 1.4104 -1.0933 2.3377  0.272
O 0.4568 -1.0001 2.4411  -0.518

Cartesian forces (eV/Å) of the 3 atoms listed first:
-0.255 1.334 0.781
-0.054 -0.084 -1.100
-0.410 -0.425 -0.334

Summary:
- HOMO energy (alpha / beta) (eV) = -3.68 / -7.98
- ⟨S²⟩ = 0.7531
- HOMO-LUMO gap (alpha / beta) (Eh) = 0.149 / 0.306
- 2S+1 = 2

---

(4)
Formula: C3H10N2
Source: OMol25
Level of theory: the ωB97M-V functional and the def2-TZVPD basis

Last column: Mulliken charge in e.
Element x y z (Å)
C -1.5748 3.3460 -2.1282  -0.469
C -0.7250 3.6972 -1.1335  -0.460
H -1.6996 2.2972 -2.3681  0.230
H -2.0548 4.1269 -2.7364  0.218
H 0.0269 2.9366 -0.8873  0.225
H -0.8111 4.6872 -0.7928  0.256
N -0.0916 -3.2014 1.1986  -0.642
C 0.6115 -1.9867 0.9705  -0.286
N 1.9844 -1.8894 1.5479  -0.555
H -0.9839 -3.0013 1.6587  0.258
H -0.4105 -3.6188 0.2520  0.279
H 0.6071 -1.9526 -0.1448  0.265
H 0.2063 -1.0528 1.2458  0.303
H 2.2354 -2.1194 2.4440  0.183
H 2.6797 -2.2687 0.8735  0.194

Cartesian forces (eV/Å) of the 3 atoms listed first:
0.974 0.717 0.780
-1.044 -1.975 -2.368
0.200 0.126 -0.572

Summary:
- HOMO energy (eV) = -9.05
- SMILES = C=C.NCN
- HOMO-LUMO gap (Eh) = 0.365

---

(5)
Formula: C24H66AlBIN4O6P2
Source: OMol25
Level of theory: the ωB97M-V functional and the def2-TZVPD basis

Last column: Mulliken charge in e.
Element x y z (Å)
O 2.4110 1.0974 1.8495  -0.441
B 2.8641 0.8509 0.5677  0.405
O 1.9664 0.1974 -0.2795  -0.315
O 4.1125 1.2075 0.2757  -0.368
Al 4.5754 1.6005 -1.4315  0.207
P 4.5105 3.9435 -1.6171  0.175
O 5.1684 4.4205 -3.0746  -0.534
O 5.3900 4.6628 -0.3920  -0.486
P 6.7079 0.6516 -1.8787  0.041
O 6.6320 -0.0858 -3.3766  -0.511
I 6.7950 -1.2966 -0.3212  -0.291
H 3.2047 1.2548 2.3817  0.260
H 1.6666 0.8602 -0.9190  0.215
H 3.5274 0.9874 -2.4751  -0.322
H 6.0766 4.1151 -3.1907  0.341
H 6.3416 4.6514 -0.5545  0.301
H 5.7014 -0.2135 -3.6094  0.297
C -4.0859 -3.1443 1.1712  -1.397
C -2.6496 -2.7382 1.4670  -0.431
N -2.1211 -1.7849 0.5170  0.252
C -0.6773 -1.5998 0.6206  -0.786
C -0.1178 -0.9966 1.9108  -0.890
C -2.9010 -0.5755 0.3490  -1.244
C -3.1636 0.2919 1.5886  -0.286
H -4.1806 -3.5211 0.1511  0.258
H -4.3936 -3.9375 1.8554  0.489
H -4.7840 -2.3161 1.3001  0.312
H -2.0255 -3.6338 1.4184  0.543
H -2.5926 -2.3779 2.5078  0.250
H -0.3430 -0.9963 -0.2223  0.383
H -0.2154 -2.5806 0.4703  0.342
H -0.2993 0.0734 1.9788  0.118
H 0.9607 -1.1261 1.9375  0.322
H -0.5299 -1.4806 2.8003  0.353
H -3.8680 -0.8531 -0.0819  0.396
H -2.4210 0.0333 -0.4198  0.377
H -3.4534 -0.3036 2.4558  0.267
H -3.9833 0.9866 1.3829  -0.005
H -2.2967 0.8922 1.8580  0.343
C -4.1218 3.4655 4.2492  -1.331
C -5.2238 4.5030 4.1067  -0.369
N -5.2918 5.0755 2.7771  0.104
C -6.1438 6.2452 2.6968  -0.723
C -7.6449 6.0705 2.9627  -0.966
C -5.4148 4.1207 1.6902  -0.716
C -6.6124 3.1601 1.7032  -1.022
H -3.1563 3.8774 3.9558  0.326
H -4.0491 3.1414 5.2877  0.458
H -4.3161 2.5796 3.6439  0.189
H -5.0234 5.3163 4.8090  0.472
H -6.1782 4.0490 4.4224  0.238
H -6.0074 6.7010 1.7126  0.360
H -5.7544 6.9780 3.4103  0.420
H -8.1546 5.5852 2.1314  0.221
H -8.1096 7.0503 3.0930  0.397
H -7.8383 5.4968 3.8692  0.274
H -4.5009 3.5233 1.6645  0.375
H -5.4079 4.6759 0.7497  0.332
H -6.7835 2.7300 2.6909  0.213
H -6.4232 2.3319 1.0177  0.411
H -7.5325 3.6421 1.3752  0.348
C 9.3881 2.9487 -3.4515  -1.225
C 10.6521 3.3859 -2.7288  -0.448
N 10.8151 2.7380 -1.4438  0.201
C 11.8591 3.3283 -0.6332  -0.726
C 13.3076 3.2378 -1.1335  -0.976
C 10.7573 1.2856 -1.4588  0.027
C 11.7657 0.5340 -2.3397  -1.141
H 8.5120 3.0916 -2.8193  0.144
H 9.2577 3.5415 -4.3595  0.508
H 9.4229 1.9011 -3.7473  0.281
H 10.5959 4.4637 -2.5500  0.445
H 11.5132 3.2281 -3.4012  0.234
H 11.8012 2.8937 0.3683  0.358
H 11.6099 4.3869 -0.5035  0.413
H 13.7185 2.2358 -1.0175  0.217
H 13.9398 3.9117 -0.5500  0.405
H 13.4003 3.5304 -2.1796  0.270
H 9.7497 0.9952 -1.7632  -0.345
H 10.8434 0.9327 -0.4289  0.442
H 11.8629 0.9836 -3.3293  0.245
H 11.4253 -0.4929 -2.4823  0.428
H 12.7567 0.4834 -1.8881  0.291
C -7.5335 -9.0915 -2.0214  -1.431
C -7.7619 -7.6873 -1.4832  -0.327
N -6.7006 -7.2331 -0.6088  0.097
C -7.0344 -6.0255 0.1233  -0.688
C -7.2656 -4.7360 -0.6725  -0.931
C -5.3607 -7.2829 -1.1676  -0.707
C -5.0859 -6.4989 -2.4582  -0.945
H -7.3736 -9.7983 -1.2067  0.333
H -8.4084 -9.4155 -2.5861  0.435
H -6.6768 -9.1397 -2.6937  0.294
H -8.6883 -7.6920 -0.9032  0.445
H -7.9317 -7.0068 -2.3337  0.254
H -6.2527 -5.8486 0.8663  0.348
H -7.9392 -6.2364 0.7025  0.398
H -6.3327 -4.3126 -1.0407  0.097
H -7.7205 -3.9841 -0.0246  0.391
H -7.9387 -4.8823 -1.5178  0.342
H -5.1106 -8.3316 -1.3460  0.367
H -4.6602 -6.9592 -0.3950  0.359
H -5.8777 -6.6322 -3.1969  0.247
H -4.1578 -6.8527 -2.9100  0.386
H -4.9639 -5.4330 -2.2753  0.238

Cartesian forces (eV/Å) of the 3 atoms listed first:
0.139 -0.399 0.727
-0.114 -0.241 0.729
-0.470 0.750 -0.216

Summary:
- net charge = -1
- HOMO energy (eV) = -4.18
- HOMO-LUMO gap (Eh) = 0.232

---

(6)
Formula: CH3NOS
Source: OMol25
Level of theory: the ωB97M-V functional and the def2-TZVPD basis

Last column: Mulliken charge in e.
Element x y z (Å)
C -1.6776 -1.5189 -1.0918  -0.035
N -1.0089 -0.7312 -0.4985  -0.117
O 0.9036 -0.4936 1.1433  -0.488
S -0.2521 0.2188 0.5816  0.310
H -2.0109 -1.9503 -1.9753  0.347
H 2.2628 2.4787 1.0653  0.199
H 1.7832 1.9966 0.7753  -0.216

Cartesian forces (eV/Å) of the 3 atoms listed first:
1.166 1.766 2.296
-1.305 -1.472 -1.103
0.422 -0.249 0.166

Summary:
- HOMO energy (alpha / beta) (eV) = -7.83 / -7.83
- HOMO-LUMO gap (alpha / beta) (Eh) = 0.282 / 0.282

---

Result set for molar mass: 119.2 420.4 127.2 74.1 733.5 77.1 g mol⁻¹, one per record in the order listed.